91
Properties=species:S:1:pos:R:3 method="wB97M-V/def2-TZVPD" gap_ev=8.0 relative_energy_kcal_mol=0.0 lumo_ev=-0.2
Ir -0.41 -0.03 -0.11
C 2.79 0.15 4.33
C 1.68 0.67 3.47
C 0.93 1.81 3.62
C 0.01 1.80 2.56
N 0.24 0.72 1.80
N 1.24 0.02 2.38
B 1.63 -1.33 1.78
N 2.21 -1.11 0.37
N 1.41 -0.65 -0.62
C 2.10 -0.68 -1.77
C 3.38 -1.15 -1.48
C 3.42 -1.42 -0.13
C 4.53 -1.94 0.70
C 1.60 -0.46 -3.15
C 1.90 -1.47 -4.06
C 1.42 -1.43 -5.36
C 0.63 -0.36 -5.77
C 0.35 0.67 -4.87
C 0.83 0.62 -3.57
N 0.35 -2.21 1.64
N -0.70 -1.78 0.90
C -1.64 -2.73 0.92
C -1.17 -3.81 1.68
C 0.09 -3.44 2.11
C 1.05 -4.20 2.97
C -2.94 -2.59 0.24
C -3.81 -1.56 0.61
C -5.02 -1.41 -0.05
C -5.37 -2.28 -1.08
C -4.51 -3.32 -1.43
C -3.30 -3.47 -0.76
C -1.11 2.71 2.32
C -2.36 2.20 1.98
C -3.43 3.05 1.74
C -3.26 4.42 1.88
C -2.03 4.93 2.27
C -0.97 4.08 2.50
H 2.97 0.84 5.15
H 3.72 0.05 3.76
H 2.55 -0.83 4.75
H 0.99 2.54 4.41
H 2.43 -1.88 2.47
H 4.19 -1.26 -2.19
H 5.43 -2.04 0.09
H 4.29 -2.93 1.11
H 4.75 -1.28 1.54
H 2.47 -2.34 -3.73
H 1.64 -2.23 -6.04
H 0.24 -0.32 -6.77
H -0.26 1.51 -5.17
H 0.57 1.40 -2.87
H -1.70 -4.72 1.90
H 0.60 -5.15 3.26
H 1.30 -3.64 3.87
H 1.98 -4.41 2.44
H -3.53 -0.89 1.41
H -5.69 -0.60 0.22
H -6.30 -2.15 -1.60
H -4.77 -3.99 -2.23
H -2.62 -4.26 -1.05
H -2.49 1.12 1.91
H -4.39 2.64 1.46
H -4.09 5.09 1.69
H -1.90 6.00 2.38
H 0.00 4.48 2.78
Cl -2.85 1.12 -1.00
C -2.38 -0.11 -2.15
C -1.26 -0.83 -1.78
C -1.01 -1.99 -2.50
Cl 0.13 -3.17 -1.93
C -1.74 -2.30 -3.65
Cl -1.39 -3.72 -4.56
C -2.80 -1.48 -4.05
Cl -3.71 -1.85 -5.46
C -3.16 -0.39 -3.26
Cl -4.54 0.56 -3.62
Cl 5.12 4.49 2.50
C 3.71 4.06 1.57
C 2.73 5.02 1.34
C 1.60 4.67 0.61
C 1.44 3.37 0.13
C 2.45 2.44 0.35
C 3.59 2.78 1.07
C 0.17 3.02 -0.61
O -0.63 3.89 -0.88
O 0.03 1.77 -0.96
H 2.85 6.02 1.73
H 0.82 5.38 0.42
H 2.35 1.45 -0.06
H 4.37 2.05 1.24


92
Properties=species:S:1:pos:R:3 method="wB97M-V/def2-TZVPD" total_charge=-1 gap_ev=7.0 relative_energy_kcal_mol=31.9 lumo_ev=1.5
Bi -2.60 0.12 -0.67
Cl -4.62 3.35 6.22
C -3.86 2.62 4.82
C -3.05 1.49 4.99
C -2.41 0.94 3.91
Cl -1.47 -0.50 4.13
C -2.46 1.51 2.59
O -1.71 1.08 1.66
C -3.39 2.59 2.45
C -3.76 3.15 1.17
O -3.39 2.79 0.06
C -4.04 3.14 3.57
H -2.95 1.04 5.97
H -4.43 4.02 1.24
H -4.71 3.98 3.43
Cl -3.92 -6.15 3.59
C -3.85 -4.63 2.72
C -5.02 -3.90 2.52
C -4.97 -2.71 1.84
Cl -6.44 -1.81 1.60
C -3.76 -2.17 1.31
O -3.83 -1.03 0.70
C -2.60 -2.94 1.55
C -1.26 -2.53 1.15
O -0.94 -1.51 0.58
C -2.66 -4.16 2.25
H -5.97 -4.26 2.90
H -0.46 -3.25 1.41
H -1.75 -4.71 2.41
C -0.06 2.42 -1.21
C 0.98 3.12 -0.32
C 1.48 2.23 0.85
Sb 3.07 0.93 0.14
C 4.52 1.78 1.50
C 5.48 2.66 0.97
C 6.37 3.32 1.81
C 6.31 3.11 3.19
C 5.37 2.23 3.71
C 4.48 1.57 2.87
C 2.66 -0.81 1.32
C 1.86 -0.80 2.47
C 1.66 -1.96 3.20
C 2.24 -3.16 2.78
C 3.00 -3.19 1.62
C 3.21 -2.02 0.90
Sb 0.42 0.34 -1.66
C -0.65 -2.20 -3.32
C -0.50 -3.40 -2.63
C 0.56 -4.25 -2.96
C 1.45 -3.91 -3.97
C 1.28 -2.72 -4.66
C 0.24 -1.86 -4.34
C 1.51 0.97 -3.43
C 0.85 1.75 -4.38
C 1.50 2.19 -5.53
C 2.83 1.84 -5.76
C 3.49 1.04 -4.83
C 2.83 0.61 -3.68
H -0.19 2.93 -2.16
H -1.02 2.44 -0.68
H 0.50 4.01 0.10
H 1.82 3.48 -0.92
H 0.64 1.63 1.23
H 1.90 2.81 1.66
H 5.53 2.82 -0.10
H 7.10 4.01 1.40
H 7.00 3.63 3.84
H 5.33 2.07 4.78
H 3.75 0.89 3.30
H 1.37 0.12 2.79
H 1.04 -1.94 4.09
H 2.08 -4.06 3.36
H 3.44 -4.12 1.28
H 3.80 -2.06 -0.01
H -1.20 -3.65 -1.86
H 0.68 -5.18 -2.42
H 2.27 -4.58 -4.22
H 1.97 -2.44 -5.45
H 0.10 -0.94 -4.88
H -0.20 2.00 -4.24
H 0.97 2.79 -6.26
H 3.34 2.18 -6.65
H 4.52 0.74 -5.01
H 3.36 -0.03 -2.99
O -1.29 0.04 -2.94
N -1.72 -1.31 -3.03
O -2.38 -1.67 -1.86
N -5.78 2.46 -5.66
C -5.68 1.69 -4.80
N -5.63 0.75 -3.88
C -5.02 0.64 -2.78
N -4.54 0.46 -1.72


83
Properties=species:S:1:pos:R:3 method="wB97M-V/def2-TZVPD" multiplicity=2 total_charge=+2 gap_ev="6.9 / 7.2" relative_energy_kcal_mol=22.9 s2=0.76 lumo_ev="-6.5 / -6.3"
Ti -0.39 0.59 -0.71
O -1.48 0.98 2.68
S -0.35 0.46 1.89
C -0.13 -1.28 2.16
C 0.68 -1.75 3.18
C 0.78 -3.12 3.39
C 0.08 -3.99 2.59
C -0.75 -3.52 1.58
C -0.88 -2.15 1.34
P -2.29 -1.43 0.41
C -1.84 -1.05 -1.37
C -1.11 -1.79 -2.30
C -1.28 -1.59 -3.67
C -2.17 -0.62 -4.12
C -2.88 0.16 -3.21
C -2.72 -0.05 -1.85
C -3.46 -2.78 0.10
C -3.20 -3.89 -0.70
C -4.19 -4.85 -0.89
C -5.43 -4.70 -0.29
C -5.69 -3.59 0.50
C -4.71 -2.63 0.70
C 1.14 1.18 2.51
C 1.13 1.62 3.83
C 2.27 2.24 4.33
C 3.38 2.42 3.52
C 3.36 1.99 2.19
C 2.24 1.37 1.67
P 2.10 0.88 -0.06
C 2.43 -0.90 -0.15
C 2.21 -1.52 -1.39
C 2.47 -2.88 -1.54
C 2.94 -3.62 -0.46
C 3.17 -3.00 0.76
C 2.92 -1.64 0.92
C 3.41 1.72 -0.94
C 4.66 1.13 -1.06
C 5.69 1.83 -1.68
C 5.46 3.11 -2.18
C 4.21 3.70 -2.06
C 3.18 3.01 -1.44
H 1.24 -1.06 3.80
H 1.40 -3.49 4.19
H 0.15 -5.06 2.76
H -1.34 -4.22 1.00
H -0.45 -2.58 -1.96
H -0.73 -2.19 -4.38
H -2.31 -0.47 -5.18
H -3.58 0.91 -3.57
H -3.33 0.51 -1.14
H -2.25 -4.02 -1.19
H -3.99 -5.71 -1.51
H -6.20 -5.44 -0.44
H -6.66 -3.47 0.97
H -4.91 -1.77 1.32
H 0.24 1.50 4.43
H 2.28 2.59 5.35
H 4.26 2.91 3.91
H 4.22 2.17 1.56
H 1.91 -0.94 -2.25
H 2.32 -3.35 -2.50
H 3.15 -4.67 -0.58
H 3.56 -3.57 1.59
H 3.11 -1.17 1.87
H 4.85 0.13 -0.69
H 6.66 1.37 -1.78
H 6.26 3.64 -2.67
H 4.04 4.69 -2.44
H 2.21 3.47 -1.34
S 0.35 1.45 -2.85
C -0.59 2.69 -2.11
N -0.96 2.52 -0.84
C -1.81 3.54 -0.39
C -2.39 3.65 0.86
C -3.20 4.75 1.10
C -3.42 5.72 0.12
C -2.84 5.61 -1.13
C -2.04 4.51 -1.37
S -1.20 4.10 -2.85
H -2.23 2.90 1.62
H -3.67 4.85 2.07
H -4.05 6.57 0.34
H -3.01 6.37 -1.89